Computed, not measured: C12H24FeO6 as an isolated structure, with wB97M-V/def2-TZVPD.

Properties
- E_tot: -2185.63752 a.u.
- LUMO level (spin up / spin down): -12.025 / -12.672 eV
- Highest occupied orbital energy (spin up / spin down): -0.8088 / -0.8046 Ha
- <S²>: 0.78
- 2S+1: 2
- Net charge: +3
- F_max: 0.0150 Eh/bohr

Last column: Mulliken spin population.
CARTESIAN COORDINATES (ANGSTROEM)
Fe -0.07916 0.07227 -0.03026  1.0053
C 1.30540 0.25000 2.50551  0.0005
C 2.24172 -0.36543 1.48863  0.0007
O 1.85661 0.10400 0.15081  -0.0142
C 2.38513 1.40053 -0.29341  0.0010
C 1.37857 2.47288 0.04978  0.0008
O 0.05165 1.98487 -0.35643  0.0006
C -0.33338 2.35474 -1.73990  0.0061
C -0.86854 1.09922 -2.37979  -0.0015
O 0.06899 0.05476 -1.95171  -0.0048
C -0.19550 -1.28124 -2.50411  0.0094
C 0.34657 -2.25102 -1.48664  -0.0006
O -0.11165 -1.86776 -0.14459  -0.0137
C -1.40961 -2.40432 0.29563  0.0021
C -2.48388 -1.39627 -0.04379  0.0006
O -1.97014 -0.07614 0.35053  0.0052
C -2.33529 0.32354 1.73339  0.0031
C -1.11927 0.96972 2.36738  0.0009
O -0.00565 0.18175 1.85968  0.0086
H 1.53072 1.28909 2.74297  0.0012
H 1.26909 -0.33494 3.42445  0.0000
H 2.14231 -1.44759 1.44667  0.0000
H 3.28346 -0.10675 1.67090  -0.0014
H 2.52799 1.29470 -1.36728  -0.0001
H 3.35185 1.57627 0.17730  -0.0008
H 1.59208 3.40866 -0.46540  -0.0001
H 1.30598 2.68343 1.11369  -0.0011
H 0.55569 2.72505 -2.24664  0.0000
H -1.08688 3.13803 -1.68586  0.0003
H -0.94973 1.13144 -3.46596  -0.0003
H -1.85269 0.83537 -1.98487  -0.0006
H 0.33033 -1.41378 -3.45052  -0.0007
H -1.26851 -1.37000 -2.66656  -0.0014
H 1.43242 -2.21896 -1.43319  -0.0002
H 0.01721 -3.25814 -1.74248  -0.0012
H -1.30546 -2.55241 1.36928  -0.0003
H -1.57779 -3.37054 -0.17787  -0.0010
H -3.42054 -1.59044 0.47708  -0.0004
H -2.69954 -1.33018 -1.10715  -0.0011
H -2.62275 -0.58063 2.26667  0.0003
H -3.17933 1.00758 1.67127  0.0004
H -1.15782 0.89214 3.45393  -0.0012
H -0.98427 2.01048 2.07242  -0.0005